C70H82GeN7O2P2PbSSeTe as an isolated structure, computed with ωB97M-V/def2-TZVPD.

```
! RIJCOSX wB97M-V def2-TZVPD def2/J DEFGRID3
* xyz 1 1
Pb 0.612 -0.078 0.223
Te 4.767 -3.143 -1.121
Se 3.125 1.758 -2.521
Ge 6.247 1.432 -3.607
S -0.394 1.072 2.516
P -1.826 2.651 -0.338
P -2.227 0.216 -2.922
O -2.803 -4.259 -1.146
O -0.466 -1.951 1.052
N 3.852 3.510 1.423
N 2.144 2.275 0.978
N -0.776 0.337 5.057
N 2.677 1.929 2.175
N 2.525 -1.542 0.817
N 3.697 2.650 2.445
N -0.439 -1.359 3.710
C 1.260 -0.982 -4.589
C 2.492 -3.683 3.590
C -3.127 -2.019 -4.473
C 1.748 2.832 -3.370
C -0.539 -0.037 3.797
C 0.174 -0.371 -4.094
C 5.247 -3.723 3.732
C 3.817 6.555 1.817
C -2.572 3.972 -1.390
C -0.651 5.671 2.151
C 6.611 -0.480 -3.774
C -3.771 5.929 -2.980
C -4.278 5.652 -1.715
C 4.620 -3.300 2.568
C 4.812 5.254 3.724
C -2.090 3.330 2.456
C -0.536 -5.451 -0.002
C 1.273 -3.600 0.963
C -3.322 1.626 0.049
C -1.112 5.307 3.411
C 3.802 -0.851 0.825
C -3.260 -0.461 -1.543
C -2.405 -3.890 -0.059
C 4.338 1.750 -4.050
C -5.156 -1.995 2.608
C 4.940 5.627 2.249
C 5.010 4.404 1.335
C -1.647 3.688 1.187
C 2.051 -2.433 -2.635
C -2.663 5.239 -3.443
C 7.293 2.469 -4.893
C 0.580 -2.938 -2.470
C -3.136 -0.641 -4.277
C -5.491 -2.207 1.278
C -3.680 4.685 -0.925
C -0.943 1.696 5.522
C -0.917 4.869 1.055
C 4.535 -1.108 -0.500
C 0.994 -4.764 -4.210
C 3.231 -3.249 2.484
C 4.501 -4.127 4.826
C -3.187 0.115 -0.126
C -4.589 -2.831 0.431
C -0.692 -0.811 -2.977
C 2.021 -5.380 -3.631
C -3.343 -3.234 0.901
C -0.069 -3.194 0.778
C -3.031 -3.058 2.245
C -2.064 4.269 -2.647
C -4.775 -0.423 -6.040
C -1.829 4.136 3.557
C 6.557 2.132 -1.798
C -3.931 -2.434 3.092
C 1.779 -2.324 -4.164
C 3.116 -4.124 4.743
C -0.729 -2.013 4.980
C -0.980 -4.171 0.320
C 2.981 -4.782 -2.708
C 3.044 -3.508 -2.295
C 2.389 -2.702 1.361
C -4.763 -1.797 -6.225
C -0.457 -1.883 -2.209
C 2.888 3.263 0.532
C 0.773 -5.859 0.202
C -3.934 -2.592 -5.444
C 1.242 -7.247 -0.144
C -3.960 0.152 -5.074
C -0.960 -0.820 5.929
C 0.611 -3.340 -3.974
C 1.652 -4.918 0.711
H -0.444 -1.789 2.777
H -0.340 2.360 4.907
H 1.509 2.385 -4.332
H 1.701 -7.730 0.720
H 8.359 2.342 -4.703
H -4.279 -0.294 -1.908
H 3.754 -5.464 -2.359
H 1.411 -3.672 3.537
H 2.110 3.849 -3.509
H 4.994 -4.456 5.731
H 3.834 4.823 3.939
H -1.963 -0.816 6.360
H -0.582 5.184 0.073
H 4.027 -0.587 -1.309
H -0.134 0.565 -4.551
H 5.896 6.140 2.108
H 2.738 3.811 -0.381
H 2.278 -1.486 -2.143
H -3.114 -1.544 -1.507
H -0.096 6.592 2.024
H 4.424 -1.117 1.676
H 7.684 -0.655 -3.853
H 5.234 -3.068 1.711
H -2.094 -3.445 2.626
H 6.136 -0.862 -4.679
H 4.243 2.734 -4.509
H 7.054 3.530 -4.809
H -6.456 -1.892 0.903
H 6.230 -1.047 -2.927
H 5.820 1.740 -1.097
H 2.689 -5.193 0.867
H -4.012 -0.342 0.418
H 3.967 6.916 0.798
H -1.258 -6.141 -0.423
H 6.469 3.220 -1.817
H 5.571 4.529 4.021
H -1.194 3.738 -3.015
H 3.612 0.220 0.879
H -3.696 -2.297 4.140
H -4.069 4.489 0.067
H 5.552 -0.719 -0.433
H -0.926 5.946 4.264
H -5.418 0.203 -6.645
H -0.293 -3.090 -4.526
H -2.202 3.848 4.532
H 0.414 -7.868 -0.480
H -0.236 -0.795 6.746
H -2.273 -0.223 0.377
H 2.854 6.045 1.865
H 3.973 1.004 -4.757
H -2.501 -2.654 -3.857
H 3.769 7.423 2.474
H -4.153 1.985 -0.563
H 5.885 3.803 1.583
H 7.087 2.147 -5.913
H -4.239 6.686 -3.595
H -5.401 -2.248 -6.973
H -3.922 -3.665 -5.589
H -1.162 -2.123 -1.419
H 1.790 -0.500 -5.404
H -1.986 2.013 5.457
H 0.387 -5.311 -4.923
H 0.868 2.821 -2.730
H 7.556 1.874 -1.443
H 0.111 -2.630 5.298
H 5.082 4.719 0.294
H -3.569 1.827 1.090
H 6.328 -3.741 3.776
H -5.140 6.191 -1.344
H -3.966 1.226 -4.926
H 2.522 -4.481 5.575
H -1.611 -2.648 4.900
H 1.989 -7.212 -0.939
H -4.840 -3.027 -0.603
H 2.594 -2.662 -4.802
H -2.653 2.418 2.606
H -0.612 1.761 6.557
H -2.263 5.455 -4.425
H 4.932 6.145 4.340
H 2.202 -6.419 -3.879
H -5.856 -1.503 3.271
H 0.462 -3.771 -1.781
*
```

LUMO = -0.075 Ha
gap between HOMO and LUMO = 7.14 eV
HOMO level = -9.165 eV

A 16-piece molecular cluster, C71H185N11O27 overall, computed with ωB97M-V/def2-TZVPD.

```
! RIJCOSX wB97M-V def2-TZVPD def2/J DEFGRID3
* xyz 1 2
O 5.506 2.002 -3.885
O 6.417 4.211 0.379
O 4.146 -2.703 5.322
O -2.475 0.711 4.666
O -4.144 -0.572 -2.886
O -5.871 9.053 5.015
O 4.841 4.992 5.694
O -0.588 -6.274 -0.051
O 2.984 2.445 -9.130
O -0.988 -3.919 -5.005
O 0.341 -10.511 -3.122
O -2.198 4.103 1.357
O -8.947 -1.170 -6.677
O -1.313 -1.564 0.793
O 4.769 -6.756 2.438
O 2.503 -2.684 -0.971
O 0.390 0.793 -3.252
O 1.759 -6.542 -10.285
O 4.819 -0.387 1.210
O -0.790 4.427 7.643
O 1.697 1.900 1.855
O -9.727 -3.226 1.705
O -0.890 7.832 1.421
O -5.982 -2.539 0.558
O 7.457 6.982 9.366
O 2.412 5.185 -2.134
O 2.189 1.054 7.005
N -0.251 0.035 2.910
N 2.417 1.455 -6.229
N 5.360 5.298 8.808
N 5.109 -3.007 2.603
N 4.475 -1.088 -2.302
N -7.286 -2.014 -4.214
N -0.947 5.887 -0.829
N -7.103 -4.626 1.943
N -1.492 -9.006 -1.115
N 0.636 -4.948 -7.064
N -4.066 5.990 3.900
C 6.109 5.174 10.094
C 1.291 1.904 3.232
C -3.527 5.684 2.584
C 3.688 -7.638 2.639
C 1.369 -5.446 -9.472
C 3.315 -1.601 -3.026
C -6.295 -3.660 2.682
C 0.836 0.559 3.733
C -0.545 -1.388 3.078
C 5.412 -4.380 2.178
C 2.805 3.246 -7.955
C 5.086 0.609 -3.980
C 0.420 5.375 -0.942
C -5.292 -2.973 1.754
C -2.286 -7.786 -0.911
C 2.771 -3.131 5.342
C 4.793 0.309 -2.507
C 4.881 1.037 1.306
C -0.510 -4.071 -7.402
C -5.423 7.713 5.089
C 2.102 -6.211 -11.659
C 4.375 -5.401 2.618
C -6.828 -1.412 0.750
C -6.663 9.278 6.210
C -1.718 0.935 5.810
C 0.882 -6.015 -8.109
C 0.208 1.409 -1.973
C 1.247 -11.552 -3.346
C -10.952 -2.541 1.852
C 0.334 3.796 7.003
C 1.247 -2.033 -0.761
C 1.043 5.341 -2.337
C -1.781 -1.700 2.130
C 5.337 4.011 -0.584
C 0.144 7.574 2.411
C 4.281 4.493 4.508
C -10.105 -1.169 -7.541
C 1.174 1.565 -4.165
C 3.128 5.004 -3.351
C -0.345 8.139 0.149
C 7.601 5.656 9.916
C 3.884 3.073 -10.102
C -7.099 -2.370 -5.599
C -4.581 7.331 3.833
C 3.819 -0.999 2.096
C 5.697 4.203 7.928
C -3.109 0.307 -3.403
C -1.471 -3.120 -3.911
C 2.808 -2.901 -2.325
C -0.984 -10.904 -2.685
C 3.202 0.166 6.555
C 8.732 7.503 9.103
C 2.042 3.167 1.379
C -5.123 -0.792 -3.896
C -1.868 -9.727 -2.355
C -1.840 2.765 1.068
C -9.258 -3.891 2.903
C 3.885 -2.514 1.931
C -8.336 -5.013 2.577
C -8.408 -2.474 -6.422
C 5.417 2.744 -5.077
C -2.957 4.293 2.556
C -0.771 -3.141 -6.209
C -1.720 -7.054 0.315
C -2.453 -1.594 -0.120
C 4.693 4.005 6.756
C 1.549 0.700 -5.359
C 0.119 -5.515 0.942
C 1.815 2.617 -6.904
C -6.036 -1.974 -3.419
C -1.076 7.337 -0.980
H 4.383 2.980 -5.327
H 0.643 6.645 2.136
H 2.453 4.260 -8.145
H 0.728 7.980 0.043
H -0.915 -11.546 -1.806
H 0.488 -5.355 -6.151
H -0.282 0.748 -1.257
H 1.283 4.313 7.146
H 4.210 2.492 -10.964
H 0.528 2.646 3.467
H -1.077 1.811 5.721
H 0.411 4.318 -0.674
H 3.841 -0.676 3.137
H -0.623 -4.853 1.388
H -7.569 -1.608 1.525
H 0.862 8.392 2.460
H -7.824 -2.758 -3.793
H 5.213 2.931 -0.658
H 8.668 8.501 8.670
H 4.746 3.356 -9.498
H 1.221 1.561 -1.602
H -8.792 -3.128 3.526
H -3.279 5.974 4.533
H -0.966 -2.161 -3.802
H 3.059 -0.856 6.906
H 0.794 -4.821 0.441
H -8.836 -5.676 1.872
H -6.019 9.378 7.084
H 1.265 -5.990 -12.321
H 1.578 -6.723 -7.659
H 7.150 3.612 0.218
H -11.786 -3.144 2.210
H 2.587 0.793 -6.972
H -5.713 -4.210 3.422
H -0.581 9.190 -0.018
H 2.766 5.518 -4.241
H 3.762 -2.743 0.872
H -2.585 -0.085 -4.274
H 4.279 0.484 -4.702
H -2.349 0.425 -2.631
H -2.853 -10.148 -2.153
H 0.792 6.271 -2.846
H 5.694 5.817 10.870
H -2.131 7.610 -0.949
H -1.714 2.785 -0.015
H 5.882 3.719 -4.932
H 2.795 -6.892 -12.152
H 1.619 3.385 -6.156
H -2.559 -6.402 0.558
H -2.545 -2.948 -3.982
H -7.494 8.592 6.375
H 0.050 -2.448 -6.024
H -0.993 2.392 1.644
H -6.261 -1.969 -2.353
H 2.980 -2.976 2.326
H -1.969 -9.033 -3.190
H 0.012 0.194 1.948
H -2.749 2.166 1.119
H -0.751 -1.582 4.131
H 2.154 2.248 3.803
H 8.203 5.611 10.824
H 0.145 3.734 5.931
H -1.269 -3.623 -2.965
H 4.192 -5.248 3.682
H 2.656 -4.173 5.040
H 2.834 -0.677 1.759
H 4.816 3.580 4.244
H -7.311 -4.153 1.075
H -1.426 -4.615 -7.632
H -3.498 1.313 -3.561
H -7.361 -1.118 -0.155
H -3.073 -0.724 0.098
H -4.761 -2.122 2.182
H 2.192 -4.741 -9.347
H 6.318 -4.645 2.723
H -3.334 -8.070 -0.821
H -10.899 -1.620 2.433
H 1.070 5.905 -0.245
H -0.040 -6.579 -8.246
H -5.776 0.071 -4.025
H 4.911 3.001 6.391
H 1.163 -1.163 -1.412
H 1.163 3.810 1.421
H 0.474 2.750 7.279
H 4.535 1.390 2.278
H 2.172 -2.547 4.643
H -1.089 0.105 6.132
H 3.977 -8.675 2.471
H 0.790 -12.281 -4.015
H 3.423 3.952 -10.551
H -6.226 -0.543 1.017
H 3.654 4.039 7.082
H -3.811 3.625 2.659
H 0.303 -2.001 2.773
H -4.742 -1.017 -4.893
H 0.669 4.478 -2.888
H 5.699 0.514 -1.936
H -0.262 7.439 3.413
H -0.501 -8.884 -0.959
H -1.504 -7.670 1.188
H 4.170 5.229 -3.121
H 1.535 -12.032 -2.412
H -10.930 -1.781 -7.177
H 4.407 4.427 -0.197
H -1.459 -11.492 -3.470
H -6.271 7.030 5.151
H 3.743 3.461 -7.443
H -2.127 -1.418 -1.145
H 0.392 -2.677 -0.972
H 3.443 -5.143 2.115
H 4.457 -2.945 4.447
H 2.107 -11.125 -3.863
H 2.857 3.665 1.904
H -4.808 7.651 5.986
H -11.268 -2.168 0.878
H -5.483 -2.914 -3.426
H -1.878 0.650 3.917
H 6.706 4.330 7.537
H 3.398 0.158 5.483
H 4.308 -1.316 -1.332
H 3.196 4.438 4.592
H -10.496 -0.177 -7.767
H -2.236 -7.101 -1.758
H -9.164 -3.077 -5.919
H 6.202 4.128 10.388
H 2.972 3.990 -3.719
H 2.043 -0.213 -5.025
H -0.329 2.351 -2.082
H 0.631 0.682 4.797
H 5.581 4.342 -1.593
H 5.979 6.044 8.526
H -0.703 7.638 -1.959
H -3.038 -2.513 -0.069
H -2.246 -2.661 2.347
H 0.620 -6.138 1.683
H 0.877 2.386 -7.410
H -8.255 -5.579 3.505
H -7.110 10.270 6.138
H -0.272 -3.384 -8.214
H 5.675 3.287 8.519
H 3.968 0.891 -2.096
H 9.254 6.876 8.380
H 2.557 -0.817 -3.037
H -10.107 -4.342 3.416
H 5.863 2.171 -5.890
H -2.408 1.292 6.574
H -2.765 6.449 2.438
H 2.110 0.924 7.953
H -9.864 -1.611 -8.508
H 5.620 -4.554 1.122
H 4.408 5.211 3.698
H 1.291 -1.633 0.252
H -6.860 -2.886 3.202
H 5.899 0.020 -4.405
H -0.548 4.597 8.556
H -4.524 -3.694 1.473
H -6.568 -3.322 -5.600
H -5.314 7.418 3.031
H -6.494 -1.662 -6.164
H -1.646 -2.534 -6.441
H 2.455 -2.902 6.359
H 0.656 0.387 -5.900
H -2.380 4.083 3.456
H 1.949 -3.347 -2.827
H -3.796 8.047 3.593
H -4.267 5.891 1.811
H 9.294 7.565 10.036
H 3.629 -3.617 -2.346
H 4.106 0.471 7.081
H -2.576 -0.973 2.297
H 0.691 2.462 -4.553
H 3.599 -1.801 -4.059
H 0.501 -4.909 -9.853
H 2.272 2.933 0.339
H 8.129 5.012 9.213
H -8.183 -3.062 -7.313
H 1.704 -0.093 3.635
H 5.865 1.470 1.125
H -1.261 5.731 0.118
H 5.832 -2.422 2.207
H 4.301 1.392 0.454
H 2.604 -5.243 -11.680
H 2.852 -7.477 1.957
H 2.083 1.885 -3.655
H 3.337 -7.518 3.664
*
```

LUMO (spin up / spin down) = -0.089 / -0.281 Ha
gap between HOMO and LUMO (spin up / spin down) = 7.16 / 1.93 eV
HOMO level (spin up / spin down) = -9.587 / -9.587 eV